C34H67Br2FNO11PS | wB97M-V/def2-TZVPD

Output
Largest force on an atom = 3.27 eV/A
SMILES string = C=CC[C@]1([C@@H](Br)CC)C[C@](CCCCNC(C)=O)(CP(=O)(O)O)[C@](CC(=O)F)([C@@H](Br)CC)OS1(=O)=O.CCOCC.CCOCC.CCOCC
E_LUMO = 0.298 eV
Charge = 0
Calculated total energy = -8205.46340 hartree
Gap between HOMO and LUMO = 0.3097 hartree

Each line ends with the Löwdin charge.
CARTESIAN COORDINATES (ANGSTROEM)
C  -0.835  2.432  -4.014  0.01
C  -0.026  1.903  -3.073  -0.18
C  -0.538  1.240  -1.807  -0.18
C  -0.400  -0.298  -1.778  -0.42
C  -1.752  -0.876  -1.236  -0.61
Br  -2.214  0.016  0.438  0.85
C  -2.938  -1.001  -2.183  -0.26
C  -3.791  0.258  -2.413  -0.11
C  0.635  -0.910  -0.787  -0.13
C  2.166  -0.736  -1.072  -0.31
C  2.766  -1.632  0.065  -0.12
C  4.255  -1.512  0.407  -0.18
C  5.183  -2.544  -0.272  -0.17
C  6.407  -2.765  0.624  -0.19
N  7.001  -1.460  0.978  0.02
C  7.262  -1.333  2.388  -0.48
C  6.781  -0.064  3.056  0.00
O  7.800  -2.208  3.038  0.08
C  2.487  0.726  -0.709  -0.14
P  2.065  1.333  0.951  0.46
O  0.655  1.399  1.367  -0.30
O  2.650  2.825  0.909  -0.11
O  2.968  0.646  2.072  -0.11
C  2.510  -1.232  -2.494  -0.32
C  2.467  -2.804  -2.565  -0.04
C  2.538  -3.393  -3.960  -0.43
O  3.450  -4.148  -4.257  0.13
F  1.608  -3.131  -4.878  0.12
C  3.949  -0.936  -3.103  -0.48
Br  3.789  -0.395  -5.025  0.86
C  4.861  0.143  -2.494  -0.30
C  6.124  0.409  -3.352  -0.15
O  1.563  -0.808  -3.533  -0.29
S  0.013  -1.085  -3.333  0.67
O  -0.375  -2.460  -3.170  -0.24
O  -0.657  -0.524  -4.458  -0.22
H  -0.776  2.125  -5.050  0.06
H  -1.590  3.150  -3.705  0.06
H  1.050  1.954  -3.242  0.10
H  0.014  1.708  -0.996  0.08
H  -1.553  1.597  -1.691  0.09
H  -1.504  -1.886  -0.936  0.08
H  -2.694  -1.424  -3.151  0.10
H  -3.605  -1.728  -1.718  0.11
H  -3.364  0.800  -3.261  0.07
H  -4.802  0.008  -2.718  0.07
H  -3.798  0.954  -1.581  0.03
H  0.405  -0.719  0.253  0.08
H  0.484  -1.987  -0.893  0.11
H  2.547  -2.688  -0.091  0.12
H  2.212  -1.393  0.964  0.08
H  4.683  -0.523  0.327  0.08
H  4.339  -1.764  1.468  0.09
H  5.504  -2.231  -1.264  0.09
H  4.636  -3.478  -0.404  0.11
H  7.148  -3.324  0.054  0.12
H  6.112  -3.325  1.503  0.12
H  7.838  -1.279  0.442  0.13
H  7.558  0.253  3.746  0.08
H  6.609  0.739  2.348  0.08
H  5.885  -0.276  3.634  0.08
H  3.551  0.958  -0.714  0.07
H  2.098  1.457  -1.412  0.10
H  1.888  3.403  1.018  0.08
H  2.422  -0.015  2.531  0.05
H  1.616  -3.229  -2.039  0.13
H  3.354  -3.147  -2.054  0.10
H  4.549  -1.831  -3.198  0.08
H  5.239  -0.064  -1.501  0.08
H  4.328  1.090  -2.488  0.10
H  6.470  -0.481  -3.867  0.06
H  6.925  0.673  -2.656  0.07
H  6.009  1.261  -4.006  0.06
C  -9.808  -0.092  -0.485  -0.08
C  -8.322  -0.225  -0.776  -0.28
O  -7.903  0.450  -1.946  -0.16
C  -8.105  1.851  -1.964  -0.28
C  -7.377  2.591  -0.855  -0.08
H  -10.396  -0.422  -1.342  0.08
H  -10.078  -0.695  0.382  0.08
H  -10.088  0.941  -0.272  0.06
H  -8.084  -1.277  -0.940  0.12
H  -7.727  0.098  0.086  0.11
H  -9.176  2.083  -1.944  0.11
H  -7.729  2.192  -2.929  0.12
H  -7.745  2.309  0.133  0.06
H  -7.507  3.668  -0.969  0.08
H  -6.310  2.360  -0.882  0.08
C  1.845  -4.171  3.488  -0.06
C  2.477  -2.801  3.649  -0.26
O  1.697  -1.745  3.112  -0.22
C  0.399  -1.562  3.674  -0.25
C  0.411  -1.248  5.159  -0.06
H  1.615  -4.367  2.439  0.08
H  2.524  -4.943  3.850  0.08
H  0.914  -4.257  4.050  0.07
H  3.424  -2.777  3.105  0.11
H  2.718  -2.602  4.698  0.12
H  -0.235  -2.429  3.466  0.12
H  -0.036  -0.720  3.131  0.10
H  0.804  -2.079  5.747  0.07
H  -0.600  -1.039  5.507  0.08
H  1.040  -0.379  5.360  0.08
C  -3.014  2.884  3.332  -0.08
C  -3.124  3.886  2.197  -0.28
O  -4.335  3.804  1.472  -0.16
C  -5.531  4.025  2.190  -0.28
C  -5.629  5.401  2.829  -0.08
H  -3.169  1.871  2.957  0.06
H  -2.028  2.944  3.793  0.08
H  -3.757  3.061  4.112  0.07
H  -2.335  3.688  1.471  0.11
H  -2.962  4.907  2.564  0.11
H  -5.674  3.240  2.943  0.11
H  -6.335  3.911  1.464  0.10
H  -4.866  5.549  3.594  0.07
H  -6.605  5.531  3.297  0.08
H  -5.492  6.179  2.076  0.08